{"formula": "C32H90O20", "method": "ωB97M-V/def2-TZVPD", "symbols": ["C", "C", "O", "O", "H", "H", "H", "H", "H", "H", "C", "C", "O", "O", "H", "H", "H", "H", "H", "H", "C", "C", "O", "O", "H", "H", "H", "H", "H", "H", "C", "C", "O", "O", "H", "H", "H", "H", "H", "H", "C", "C", "O", "O", "H", "H", "H", "H", "H", "H", "C", "C", "O", "O", "H", "H", "H", "H", "H", "H", "C", "C", "O", "O", "H", "H", "H", "H", "H", "H", "C", "C", "C", "O", "H", "H", "H", "H", "H", "H", "H", "H", "C", "C", "C", "O", "H", "H", "H", "H", "H", "H", "H", "H", "C", "C", "C", "O", "H", "H", "H", "H", "H", "H", "H", "H", "C", "C", "C", "O", "H", "H", "H", "H", "H", "H", "H", "H", "C", "C", "C", "O", "H", "H", "H", "H", "H", "H", "H", "H", "C", "C", "C", "O", "H", "H", "H", "H", "H", "H", "H", "H"], "positions_angstrom": [[-1.986, -0.250, 4.512], [-1.646, -0.166, 3.051], [-2.857, 0.316, 2.437], [-3.203, -0.917, 4.718], [-1.962, 0.772, 4.949], [-1.213, -0.849, 5.074], [-1.447, -1.123, 2.540], [-0.735, 0.441, 2.881], [-2.921, 1.242, 2.166], [-3.778, -0.418, 4.130], [6.160, -0.708, 1.619], [4.760, -1.291, 1.682], [4.004, -0.846, 0.558], [6.915, -1.230, 0.538], [6.658, -0.993, 2.555], [6.112, 0.373, 1.588], [4.284, -1.039, 2.634], [4.816, -2.393, 1.605], [3.390, -0.150, 0.843], [6.318, -1.316, -0.221], [0.891, 4.836, -1.768], [-0.513, 5.275, -1.440], [-1.402, 4.181, -1.238], [1.608, 4.203, -0.718], [1.431, 5.709, -2.112], [0.772, 4.090, -2.596], [-0.905, 5.910, -2.264], [-0.493, 5.903, -0.528], [-1.630, 4.097, -0.304], [2.563, 4.057, -0.869], [2.106, -3.639, -1.359], [2.072, -2.833, -2.606], [1.772, -1.471, -2.440], [3.092, -3.250, -0.419], [2.278, -4.718, -1.551], [1.125, -3.551, -0.890], [1.407, -3.253, -3.337], [3.088, -2.853, -3.091], [0.844, -1.418, -2.160], [3.158, -2.286, -0.338], [-0.722, 0.035, -0.353], [0.210, 1.126, -0.848], [0.550, 2.038, 0.210], [-0.712, -1.045, -1.229], [-1.694, 0.507, -0.257], [-0.309, -0.285, 0.601], [-0.357, 1.692, -1.590], [1.104, 0.748, -1.358], [0.831, 2.886, -0.197], [-1.474, -1.645, -1.069], [3.131, 2.194, 2.291], [2.984, 2.103, 3.788], [1.575, 1.968, 4.144], [2.596, 1.165, 1.506], [4.192, 2.299, 1.994], [2.683, 3.153, 1.976], [3.473, 2.991, 4.229], [3.498, 1.203, 4.128], [1.550, 1.581, 5.030], [1.650, 1.409, 1.295], [-2.603, -5.012, -4.202], [-2.050, -3.599, -4.270], [-1.122, -3.329, -5.262], [-1.507, -5.959, -4.082], [-3.215, -5.161, -5.108], [-3.270, -5.163, -3.341], [-1.599, -3.402, -3.280], [-2.910, -2.972, -4.392], [-0.254, -3.752, -5.167], [-1.904, -6.831, -3.939], [-1.610, -0.069, -4.153], [-1.958, 1.324, -3.727], [-1.058, 2.417, -4.324], [-3.332, 1.485, -3.971], [-0.578, -0.389, -3.932], [-1.818, -0.168, -5.231], [-2.218, -0.788, -3.586], [-1.895, 1.308, -2.618], [-1.209, 2.369, -5.422], [-0.030, 2.157, -4.070], [-1.251, 3.426, -3.902], [-3.457, 1.477, -4.944], [-3.017, -3.950, 1.268], [-2.062, -3.521, 0.216], [-1.394, -4.683, -0.441], [-2.664, -2.778, -0.828], [-3.701, -4.707, 0.952], [-3.643, -3.100, 1.576], [-2.548, -4.244, 2.207], [-1.312, -2.908, 0.700], [-1.078, -4.288, -1.405], [-2.141, -5.440, -0.663], [-0.517, -5.026, 0.121], [-3.412, -2.252, -0.438], [-5.269, -0.611, -1.635], [-4.868, 0.130, -0.364], [-5.936, 1.029, 0.242], [-4.450, -0.920, 0.525], [-4.345, -1.051, -2.041], [-5.675, 0.076, -2.370], [-6.007, -1.376, -1.305], [-4.010, 0.761, -0.659], [-5.520, 1.796, 0.911], [-6.639, 0.415, 0.784], [-6.463, 1.455, -0.617], [-4.065, -0.570, 1.347], [1.373, -1.682, 4.261], [1.053, -2.978, 3.613], [1.634, -3.094, 2.246], [1.482, -3.981, 4.496], [2.454, -1.587, 4.292], [0.931, -1.560, 5.261], [1.113, -0.866, 3.630], [-0.021, -3.198, 3.577], [1.361, -4.028, 1.778], [2.679, -2.882, 2.299], [1.283, -2.244, 1.644], [2.385, -3.833, 4.738], [3.575, 1.681, -2.567], [4.272, 2.247, -1.337], [5.721, 1.852, -1.230], [4.156, 3.652, -1.254], [4.217, 1.840, -3.437], [2.701, 2.297, -2.750], [3.308, 0.634, -2.432], [3.761, 1.881, -0.432], [5.869, 0.779, -1.317], [6.111, 2.227, -0.268], [6.307, 2.363, -2.009], [4.679, 4.090, -1.965], [-0.806, 4.836, 2.327], [-1.583, 3.621, 2.697], [-2.925, 3.949, 3.379], [-1.803, 2.806, 1.552], [0.130, 4.580, 1.824], [-0.546, 5.402, 3.220], [-1.384, 5.492, 1.691], [-0.953, 3.022, 3.359], [-3.246, 4.979, 3.187], [-2.795, 3.836, 4.455], [-3.621, 3.285, 2.947], [-0.978, 2.409, 1.246]], "mulliken_charge": [-0.581, 1.945, 0.040, -0.666, 0.262, 0.039, -0.554, -0.713, -0.059, 0.368, -0.529, -0.223, 0.153, -0.606, 0.401, 0.117, -0.007, 0.348, 0.114, 0.338, -0.258, -0.702, -0.482, -0.348, 0.577, 0.033, 0.408, 0.259, 0.102, 0.220, 0.318, -0.599, -0.165, -0.521, 0.476, -0.263, 0.108, 0.235, -0.292, 0.237, 1.175, 0.147, 3.291, 2.407, -0.369, -0.879, -1.220, -0.887, -1.080, -0.949, -0.469, -0.866, -0.457, 1.164, 0.323, 0.107, 0.360, 0.324, 0.269, -0.756, -0.593, 0.097, -0.586, -0.561, 0.394, 0.301, -0.107, 0.334, 0.372, 0.307, -0.565, 2.331, -1.315, -0.548, 0.010, 0.690, -0.456, -1.524, 0.556, 0.130, 0.073, 0.412, -1.444, 1.897, -1.212, -0.293, 0.390, 0.303, 0.366, -0.828, 0.054, 0.396, 0.223, 0.044, -1.278, 1.524, -1.464, -0.519, -0.018, 0.485, 0.362, -0.521, 0.224, 0.346, 0.422, 0.194, -0.684, 0.508, -0.258, -0.637, 0.618, 0.239, -0.340, -0.031, 0.340, 0.264, -0.448, 0.379, -1.198, 2.747, -1.400, -0.692, 0.502, 0.105, 0.036, -1.384, 0.136, 0.315, 0.509, 0.317, -1.848, 1.766, -1.494, -0.243, 0.206, 0.503, 0.399, -0.320, 0.419, 0.397, 0.223, -0.515], "de_lowest_kcal_mol": 0.0, "total_charge": 0, "homo_energy_ev": -9.4, "orbital_gap_ha": 0.3576, "total_energy_ev": -75591.2565}